[1]
This record from the OMol25 dataset describes a structure of composition C40H40ClMnN7O3 in a non-equilibrium geometry. The level of theory is ωB97M-V/def2-TZVPD.

The geometry in XYZ format:
```
92
C40H40ClMnN7O3 (ωB97M-V/def2-TZVPD)
Mn 2.435 1.057 0.293
O 4.784 -2.446 0.172
C 4.165 -1.440 0.435
N 3.675 -0.518 -0.393
C 3.451 -0.749 -1.778
O 3.510 -1.813 -2.364
C 2.947 0.440 -2.593
C 3.048 0.429 -3.970
C 2.699 1.555 -4.651
C 2.281 2.710 -4.035
C 2.065 2.608 -2.680
N 2.492 1.537 -2.001
C 4.039 -1.050 1.929
C 4.283 -1.954 2.957
C 4.001 -1.595 4.245
C 3.561 -0.328 4.572
C 3.327 0.524 3.493
N 3.532 0.153 2.224
H 3.370 -0.477 -4.491
H 2.753 1.584 -5.769
H 1.971 3.510 -4.682
H 1.655 3.474 -2.124
H 4.756 -2.918 2.630
H 4.224 -2.293 4.988
H 3.208 0.094 5.536
H 2.908 1.531 3.517
C -3.882 -0.657 1.600
C -4.568 -0.938 0.278
C -4.502 0.332 -0.619
C -6.020 -1.243 0.451
C -3.804 -2.178 -0.444
O -4.691 -2.632 -1.461
C -3.667 -3.293 0.569
C -3.582 -4.737 -0.005
C -2.566 -4.962 -1.086
C -2.945 -5.084 -2.428
C -1.945 -5.229 -3.380
C -0.583 -5.341 -3.016
Cl 0.583 -5.627 -4.297
C -0.247 -5.046 -1.687
C -1.271 -4.984 -0.719
C -2.527 -1.730 -1.155
N -1.438 -1.264 -0.336
C -0.620 -0.300 -0.756
N 0.468 -0.266 -0.018
C 0.331 -1.414 0.771
N -0.792 -2.029 0.590
H -4.355 0.177 2.117
H -2.815 -0.415 1.456
H -4.030 -1.471 2.266
H -5.179 1.051 -0.123
H -4.893 0.147 -1.661
H -3.490 0.715 -0.654
H -6.438 -0.347 0.914
H -6.218 -2.113 1.069
H -6.654 -1.363 -0.389
H -5.427 -3.105 -1.070
H -4.452 -3.343 1.376
H -2.843 -2.978 1.183
H -4.574 -4.996 -0.429
H -3.453 -5.483 0.840
H -4.013 -4.961 -2.629
H -2.234 -5.308 -4.419
H 0.763 -5.209 -1.357
H -1.000 -4.797 0.334
H -2.766 -0.949 -1.847
H -2.208 -2.544 -1.744
H -1.028 0.522 -1.370
H 1.030 -1.786 1.572
C 4.302 5.472 3.419
C 4.872 4.750 2.336
C 4.074 3.915 1.571
C 2.706 3.645 1.897
C 2.245 4.310 3.052
C 3.040 5.124 3.810
N 1.872 2.852 1.088
C 0.869 3.646 0.390
C -0.360 3.089 0.028
C -1.254 3.709 -0.803
C -0.980 4.941 -1.217
C 0.174 5.632 -0.739
C 1.118 4.972 0.015
H 4.751 6.338 3.897
H 5.877 5.046 2.032
H 4.554 3.439 0.742
H 1.167 4.081 3.374
H 2.522 5.629 4.645
H -0.566 2.111 0.393
H -2.196 3.241 -1.045
H -1.724 5.517 -1.843
H 0.302 6.641 -1.073
H 2.039 5.449 0.280
```

Calculated values
Energy = -3768.48977 hartree
Multiplicity = 6
Frontier orbital gap (alpha / beta) = 0.262 / 0.269 Eh



[2]
This record from the OMol25 dataset describes an isolated molecule of C8H10ClNO4S in a non-equilibrium geometry. The level of theory is ωB97M-V/def2-TZVPD.

The geometry in XYZ format:
```
25
C8H10ClNO4S (ωB97M-V/def2-TZVPD)
C -0.733 -0.931 -2.294
C -0.535 2.231 -0.219
C -1.711 -1.734 -1.447
C -0.066 1.243 -1.141
C -1.616 -0.575 -0.458
C 0.911 0.048 0.974
C 2.084 -0.567 0.321
C 0.998 1.031 2.057
N -0.788 0.124 -1.383
O -0.131 -1.046 -3.316
O -1.453 2.079 0.573
O -1.277 -0.745 2.234
O -0.086 -2.354 0.802
S -0.529 -1.002 1.036
Cl 2.025 2.428 1.618
H 0.021 3.183 -0.268
H -2.682 -1.906 -1.904
H -1.300 -2.664 -1.058
H 0.747 1.454 -1.820
H -2.488 -0.060 -0.068
H 2.467 -1.377 0.948
H 2.880 0.160 0.167
H 1.799 -1.024 -0.624
H 1.459 0.598 2.951
H 0.005 1.407 2.318
```

Calculated values
Energy = -1524.81610 hartree
Multiplicity = 1
Frontier orbital gap (alpha / beta) = 0.266 / 0.275 Eh



[3]
This record from the OMol25 dataset describes a structure of composition C8H19ClO4OsSe2. The level of theory is ωB97M-V/def2-TZVPD.

The geometry in XYZ format:
```
35
C8H19ClO4OsSe2 (ωB97M-V/def2-TZVPD)
Os -0.031 0.423 -0.856
C -1.568 -2.301 4.184
Se -0.374 -0.900 3.608
C -1.597 0.297 2.671
C -2.413 -0.347 1.541
Se -2.388 0.582 -0.199
C -2.761 2.415 0.348
H -1.855 -2.055 5.210
H -0.996 -3.227 4.179
H -2.441 -2.360 3.542
H -0.951 1.110 2.348
H -2.253 0.680 3.456
H -3.469 -0.373 1.803
H -2.114 -1.367 1.303
H -3.741 2.422 0.819
H -2.789 2.994 -0.572
H -1.989 2.796 1.010
O 1.301 1.023 1.320
Cl 1.918 -0.203 0.835
O 3.058 -0.600 1.513
O 0.822 -1.196 0.852
O 2.136 0.038 -0.626
C -1.398 2.011 -4.716
C -1.545 1.169 -3.448
C -1.993 -0.253 -3.777
C -0.210 1.153 -2.703
H -2.343 2.039 -5.257
H -0.648 1.576 -5.380
H -1.104 3.036 -4.492
H -2.292 1.655 -2.807
H -1.282 -0.725 -4.457
H -2.965 -0.250 -4.268
H -2.076 -0.887 -2.888
H 0.240 2.154 -2.578
H 0.524 0.522 -3.242
```

Calculated values
Energy = -5969.83665 hartree
Charge = +2
Multiplicity = 5
Frontier orbital gap (alpha / beta) = 0.353 / 0.233 Eh



[4]
This record from the OMol25 dataset describes an isolated molecule of C20H26N4O6. The level of theory is ωB97M-V/def2-TZVPD.

The geometry in XYZ format:
```
56
C20H26N4O6 (ωB97M-V/def2-TZVPD)
C -7.046 -1.264 -0.398
C -5.946 -0.622 0.437
C -4.587 -1.255 0.155
C -3.477 -0.626 0.994
C -2.121 -1.216 0.645
O -1.917 -1.934 -0.305
N -1.152 -0.823 1.527
N 0.200 -0.983 1.442
C 0.771 -1.836 0.669
C 2.201 -1.821 0.526
C 2.968 -0.824 1.104
N 4.286 -0.668 0.805
C 4.957 -1.544 -0.043
O 6.119 -1.395 -0.333
N 4.201 -2.586 -0.502
C 2.824 -2.784 -0.355
O 2.282 -3.698 -0.933
H 4.679 -3.242 -1.110
C 4.945 0.590 1.128
H 4.512 0.963 2.055
H 6.008 0.385 1.258
C 4.734 1.600 -0.019
C 3.287 1.624 -0.427
C 2.830 0.814 -1.455
C 1.477 0.720 -1.735
C 0.536 1.424 -0.996
C 0.993 2.286 0.020
C 2.354 2.366 0.283
H 2.665 3.015 1.086
O 0.202 3.034 0.852
C -1.047 3.506 0.399
H -0.971 3.950 -0.597
H -1.801 2.716 0.379
H -1.342 4.274 1.114
O -0.815 1.312 -1.189
C -1.282 0.526 -2.263
H -0.869 0.865 -3.217
H -1.059 -0.533 -2.113
H -2.362 0.663 -2.270
H 1.157 0.056 -2.521
H 3.528 0.235 -2.041
H 5.060 2.581 0.324
H 5.353 1.299 -0.865
O 2.467 0.031 1.972
H 1.473 -0.135 2.001
H 0.243 -2.555 0.052
H -1.394 -0.144 2.238
H -3.434 0.451 0.805
H -3.674 -0.774 2.058
H -4.337 -1.143 -0.901
H -4.628 -2.325 0.366
H -5.901 0.448 0.218
H -6.185 -0.733 1.498
H -7.120 -2.326 -0.178
H -6.835 -1.149 -1.459
H -8.008 -0.801 -0.187
```

Calculated values
Energy = -1448.22445 hartree
Multiplicity = 1
SMILES = CCCCC(=O)N/N=C/c1c(O)n(CCc2ccc(OC)c(OC)c2)c(=O)[nH]c1=O
Frontier orbital gap = 0.315 Eh



[5]
This record from the OMol25 dataset describes a structure of composition C35H41N5O2ReS in a non-equilibrium geometry. The level of theory is ωB97M-V/def2-TZVPD.

The geometry in XYZ format:
```
85
C35H41N5O2ReS (ωB97M-V/def2-TZVPD)
Re 0.182 0.320 1.277
C 1.247 1.656 3.889
C 1.247 2.734 2.815
N 1.505 2.162 1.462
C 2.938 2.042 1.105
C 3.596 0.887 1.819
S 2.487 -0.551 1.695
C 2.356 -1.139 3.419
C 1.005 -0.786 4.062
N 0.446 0.460 3.488
H 0.866 2.070 4.822
H 2.259 1.318 4.094
H 1.986 3.501 3.052
H 0.269 3.207 2.778
H 1.115 2.819 0.789
H 3.460 2.974 1.327
H 2.983 1.881 0.029
H 3.824 1.117 2.857
H 4.530 0.625 1.326
H 3.205 -0.737 3.970
H 2.478 -2.219 3.378
H 1.130 -0.687 5.143
H 0.283 -1.580 3.887
H -0.491 0.573 3.858
C 2.240 1.263 -4.655
C 0.872 0.650 -4.725
C 0.519 -0.205 -5.767
C -0.758 -0.733 -5.872
C -1.729 -0.405 -4.936
C -1.404 0.442 -3.892
C -0.110 0.939 -3.783
N 0.179 1.859 -2.703
C -0.100 1.637 -1.400
N -0.526 2.748 -0.708
C -1.376 2.743 0.423
C -1.262 1.755 1.413
C -2.230 1.777 2.437
C -3.199 2.750 2.504
C -3.224 3.756 1.544
C -2.332 3.772 0.484
C -2.424 4.837 -0.577
N 0.083 0.491 -0.786
C 0.610 -0.618 -1.556
C 1.972 -0.614 -1.845
C 2.542 -1.664 -2.537
C 1.744 -2.730 -2.931
C 0.397 -2.738 -2.620
C -0.202 -1.691 -1.921
C -1.666 -1.758 -1.589
H 2.948 0.690 -5.253
H 2.612 1.307 -3.630
H 2.231 2.283 -5.048
H 1.264 -0.455 -6.512
H -1.000 -1.392 -6.696
H -2.734 -0.796 -5.027
H -2.151 0.723 -3.157
H 0.154 2.827 -2.989
H -0.734 3.526 -1.314
H -2.251 0.981 3.175
H -3.943 2.737 3.291
H -3.977 4.532 1.604
H -3.172 5.578 -0.304
H -2.724 4.418 -1.543
H -1.480 5.376 -0.710
H 2.578 0.232 -1.536
H 3.599 -1.654 -2.772
H 2.176 -3.559 -3.476
H -0.216 -3.581 -2.920
H -2.264 -1.751 -2.503
H -1.993 -0.930 -0.964
H -1.896 -2.691 -1.068
O 0.578 -2.050 0.955
C -0.551 -2.201 1.467
O -1.188 -1.103 1.712
C -1.143 -3.483 1.847
C -2.440 -3.548 2.359
C -2.966 -4.776 2.719
C -2.205 -5.929 2.569
C -0.915 -5.866 2.055
C -0.382 -4.644 1.689
H -3.023 -2.643 2.461
H -3.972 -4.839 3.113
H -2.622 -6.888 2.852
H -0.333 -6.771 1.938
H 0.616 -4.573 1.275
```

Calculated values
Energy = -2258.62684 hartree
Charge = +2
Multiplicity = 2
Frontier orbital gap (alpha / beta) = 0.240 / 0.251 Eh



[6]
This record from the OMol25 dataset describes a structure of composition C42H38ClFN5O3PSTa in a non-equilibrium geometry. The level of theory is ωB97M-V/def2-TZVPD.

The geometry in XYZ format:
```
93
C42H38ClFN5O3PSTa (ωB97M-V/def2-TZVPD)
Ta -0.015 -1.224 -0.423
C -4.970 -0.509 2.180
C -4.673 -1.251 0.931
N -5.461 -2.074 0.323
N -4.752 -2.478 -0.781
C -3.544 -1.921 -0.895
S -2.397 -2.055 -2.107
N -3.484 -1.130 0.231
N -2.366 -0.353 0.560
H -5.821 -0.975 2.670
H -5.224 0.530 1.962
H -4.119 -0.521 2.860
H -5.160 -3.127 -1.435
H -1.976 -0.686 1.442
H -2.625 0.626 0.647
C 2.648 5.233 -0.418
C 2.576 4.882 0.922
C 2.110 3.627 1.291
C 1.710 2.722 0.311
C 1.777 3.081 -1.034
C 2.257 4.329 -1.397
P 1.195 1.037 0.737
C 1.124 0.970 2.545
C 2.215 0.616 3.330
C 2.097 0.590 4.714
C 0.894 0.921 5.318
C -0.203 1.270 4.540
C -0.088 1.284 3.159
C 2.608 0.050 0.201
C 3.957 0.399 0.251
C 4.886 -0.474 -0.285
C 4.472 -1.667 -0.878
C 3.129 -2.003 -0.937
C 2.176 -1.138 -0.390
H 3.008 6.213 -0.702
H 2.888 5.583 1.685
H 2.056 3.359 2.339
H 1.494 2.375 -1.806
H 2.316 4.598 -2.442
H 3.157 0.350 2.867
H 2.949 0.308 5.318
H 0.809 0.906 6.396
H -1.143 1.528 5.010
H -0.948 1.547 2.551
H 4.271 1.344 0.678
H 5.938 -0.223 -0.259
H 5.210 -2.330 -1.312
H 2.831 -2.919 -1.431
F -0.387 -1.433 1.414
C -1.790 4.068 0.931
C -1.544 4.581 -0.459
C -1.345 5.930 -0.702
C -1.112 6.393 -1.989
Cl -0.857 8.090 -2.252
C -1.073 5.519 -3.055
C -1.257 4.159 -2.832
C -1.493 3.706 -1.545
O -1.667 2.369 -1.226
C -1.890 1.456 -2.281
C -0.607 0.810 -2.789
O -0.044 1.097 -3.795
O -0.102 -0.170 -1.958
H -1.917 4.895 1.628
H -0.951 3.463 1.276
H -2.686 3.444 0.968
H -1.370 6.633 0.122
H -0.886 5.888 -4.054
H -1.181 3.476 -3.665
H -2.395 1.926 -3.124
H -2.517 0.668 -1.877
C 0.386 -5.561 2.782
C 1.543 -5.210 2.100
C 1.473 -4.434 0.952
C 0.237 -4.004 0.492
C -0.922 -4.362 1.164
C -0.849 -5.139 2.309
N 0.136 -3.187 -0.705
C 0.330 -3.873 -1.944
C 0.685 -3.160 -3.087
C 0.825 -3.809 -4.303
C 0.626 -5.179 -4.391
C 0.282 -5.890 -3.250
C 0.133 -5.246 -2.031
H 0.446 -6.166 3.676
H 2.508 -5.540 2.462
H 2.371 -4.163 0.415
H -1.880 -4.045 0.767
H -1.756 -5.424 2.827
H 0.882 -2.096 -3.038
H 1.102 -3.238 -5.179
H 0.751 -5.689 -5.336
H 0.125 -6.959 -3.304
H -0.151 -5.814 -1.155
```

Calculated values
Energy = -3479.32055 hartree
Charge = +1
Multiplicity = 1
Frontier orbital gap = 0.284 Eh



[7]
This record from the OMol25 dataset describes a structure of composition C34H49BrIrN6Se2Si in a non-equilibrium geometry. The level of theory is ωB97M-V/def2-TZVPD.

The geometry in XYZ format:
```
94
C34H49BrIrN6Se2Si (ωB97M-V/def2-TZVPD)
Ir -2.092 -1.713 0.605
C -1.321 -2.817 -3.547
C -1.457 -2.894 -2.165
N -1.959 -1.877 -1.463
C -2.325 -0.754 -2.132
C -2.193 -0.714 -3.513
N -1.694 -1.730 -4.205
C -2.777 0.375 -1.285
C -3.175 1.619 -1.709
C -3.542 2.611 -0.777
C -3.441 2.261 0.584
C -3.014 1.008 0.955
N -2.725 0.081 0.025
C -2.750 0.535 2.334
C -2.891 1.302 3.481
N -2.491 0.868 4.670
C -1.957 -0.340 4.759
C -1.850 -1.153 3.635
N -2.253 -0.725 2.436
C -3.987 3.947 -1.200
C -4.214 4.961 -0.269
C -4.625 6.211 -0.710
N -4.801 6.470 -2.000
C -4.601 5.522 -2.908
C -4.196 4.244 -2.547
H -0.908 -3.636 -4.124
H -1.151 -3.775 -1.623
H -2.485 0.164 -4.075
H -3.208 1.820 -2.768
H -3.712 2.965 1.355
H -3.328 2.292 3.445
H -1.608 -0.665 5.731
H -1.425 -2.145 3.710
H -4.085 4.820 0.795
H -4.813 7.017 -0.012
H -4.764 5.787 -3.944
H -4.074 3.510 -3.332
C -0.891 -5.354 0.400
Se -1.320 -3.889 1.596
C -2.998 -4.515 2.334
C -4.065 -4.643 1.288
Se -4.563 -2.892 0.554
C -5.018 -3.499 -1.221
H -0.823 -6.252 1.012
H 0.086 -5.149 -0.033
H -1.636 -5.491 -0.380
H -3.281 -3.804 3.111
H -2.799 -5.474 2.815
H -4.977 -5.046 1.739
H -3.787 -5.289 0.458
H -5.847 -4.201 -1.111
H -4.167 -3.983 -1.694
H -5.344 -2.642 -1.806
C 5.929 -0.780 0.004
C 4.482 -1.172 -0.282
C 3.984 -2.310 0.601
C 4.258 -1.507 -1.755
Si 3.382 0.455 0.101
Br 1.238 -0.381 0.240
C 3.742 1.231 1.910
C 2.527 2.067 2.322
C 4.978 2.121 1.794
C 3.952 0.127 2.939
C 3.331 1.756 -1.417
C 2.512 1.217 -2.590
C 4.756 2.095 -1.847
C 2.649 3.031 -0.908
H 6.580 -1.597 -0.329
H 6.130 -0.639 1.064
H 6.249 0.103 -0.552
H 4.632 -3.175 0.417
H 2.967 -2.610 0.355
H 4.047 -2.103 1.667
H 4.806 -2.430 -1.973
H 4.660 -0.753 -2.427
H 3.209 -1.695 -1.988
H 2.290 2.864 1.623
H 2.772 2.544 3.277
H 1.638 1.456 2.476
H 4.816 2.983 1.149
H 5.863 1.584 1.453
H 5.213 2.508 2.791
H 3.104 -0.557 3.002
H 4.053 0.614 3.914
H 4.867 -0.440 2.779
H 2.950 0.341 -3.061
H 2.488 2.008 -3.345
H 1.484 0.989 -2.309
H 5.277 1.255 -2.303
H 5.361 2.488 -1.029
H 4.702 2.882 -2.607
H 1.631 2.849 -0.557
H 2.592 3.730 -1.747
H 3.220 3.528 -0.126
```

Calculated values
Energy = -9422.81683 hartree
Charge = +4
Multiplicity = 2
Frontier orbital gap (alpha / beta) = 0.151 / 0.141 Eh